# 1
{"formula": "C4H12N3", "method": "ωB97M-V/def2-TZVPD", "elements": ["N", "C", "N", "N", "H", "H", "H", "H", "H", "H", "C", "C", "C", "H", "H", "H", "H", "H", "H"], "positions_angstrom": [[-1.23815, 0.36090, -0.68677], [-0.59618, 0.02965, -1.80138], [0.67467, -0.34996, -1.75979], [-1.23016, 0.10412, -2.98145], [-0.74131, 0.37599, 0.19460], [-2.11313, 0.85204, -0.76267], [1.19568, -0.46616, -2.61206], [1.09896, -0.61881, -0.87886], [-2.23342, 0.19091, -2.96429], [-0.82233, -0.36073, -3.77534], [-0.10734, 0.59338, 2.57458], [1.04399, 0.24991, 1.66281], [1.39153, -0.99696, 1.37140], [-0.51733, 1.57464, 2.34024], [-0.88670, -0.16502, 2.52949], [0.26328, 0.61791, 3.59923], [1.69881, 1.06425, 1.36711], [2.30373, -1.22039, 0.83378], [0.81540, -1.83568, 1.74937]], "nbo_charge": [-0.76, 0.68, -0.77, -0.76, 0.44, 0.42, 0.42, 0.44, 0.42, 0.42, -0.68, -0.20, -0.44, 0.22, 0.22, 0.26, 0.21, 0.21, 0.21], "gap_ev": 10.690, "charge": 1}

=====

# 2
{"formula": "C4H12N3", "method": "ωB97M-V/def2-TZVPD", "elements": ["C", "C", "C", "N", "H", "H", "H", "H", "H", "H", "H", "N", "C", "N", "H", "H", "H", "H", "H"], "positions_angstrom": [[1.86559, 0.46694, 0.59625], [0.68005, 0.70007, 1.53345], [-0.74800, 2.40558, 0.72486], [-0.49185, 1.16696, 0.79707], [2.76402, 0.29743, 1.18343], [1.65563, -0.41107, -0.01033], [2.00646, 1.34688, -0.02664], [0.91329, 1.41495, 2.33326], [0.37785, -0.19557, 2.08308], [-0.25755, 3.13686, 1.36665], [-1.47880, 2.70552, -0.01997], [-0.88289, -2.72842, -1.76224], [-1.09318, -1.71264, -0.92530], [-1.02057, -0.46497, -1.24462], [-0.32829, -2.53715, -2.58070], [-0.79369, -3.65780, -1.37955], [-1.37608, -2.04571, 0.07026], [-0.78861, 0.33954, -0.50959], [-1.00338, -0.22738, -2.22938]], "nbo_charge": [-0.61, -0.25, 0.02, -0.46, 0.24, 0.20, 0.22, 0.20, 0.21, 0.18, 0.19, -0.73, 0.40, -0.73, 0.41, 0.43, 0.22, 0.45, 0.41], "gap_ev": 10.805, "charge": 1}

=====

# 3
{"formula": "C4H12N3", "method": "ωB97M-V/def2-TZVPD", "elements": ["N", "C", "C", "N", "C", "C", "N", "H", "H", "H", "H", "H", "H", "H", "H", "H", "H", "H", "H"], "positions_angstrom": [[-1.10928, -2.38510, 1.42633], [-1.22149, -1.29792, 0.47484], [-0.14375, -0.56591, 0.21498], [1.00747, -0.91282, 1.09650], [0.14406, 0.29533, -0.95748], [0.47862, 1.77302, -0.60903], [0.07366, 2.60694, -1.72167], [-1.18507, -3.30041, 0.99499], [-1.75871, -2.29025, 2.19523], [-2.24694, -1.11266, 0.20430], [1.22741, -0.21888, 1.81046], [0.70899, -1.82982, 1.49275], [1.86177, -1.02485, 0.54927], [-0.72239, 0.30648, -1.60553], [1.00169, -0.11790, -1.48351], [-0.21819, 2.03407, 0.17921], [1.50872, 1.89590, -0.26374], [0.66571, 2.57162, -2.53833], [-0.07228, 3.57313, -1.45956]], "nbo_charge": [-0.90, 0.00, 0.13, -0.72, -0.46, -0.21, -0.84, 0.41, 0.40, 0.23, 0.44, 0.48, 0.43, 0.27, 0.22, 0.20, 0.17, 0.37, 0.38], "gap_ev": 9.341, "charge": 1}

=====

ΔE to the lowest compared entry with this formula, charge and spin / kcal per mole: 13.9, 34.7, 48.3
LUMO level / eV: -2.995, -3.294, -3.303